1.
This record from the OMol25 dataset describes a molecular structure, C32H48N3O7V. The level of theory is ωB97M-V/def2-TZVPD.

Each line ends with the Löwdin charge.
Positions of all 91 atoms, in Å:
V (-0.35, -0.38, 0.04)  0.991
C (0.22, -3.73, 1.36)  -0.104
C (-1.51, -2.04, 1.84)  -0.121
O (-2.14, -0.89, 1.26)  -0.197
C (-3.47, -1.20, 0.80)  -0.109
C (-3.86, -0.26, -0.32)  -0.156
O (-3.01, -0.60, -1.39)  -0.143
C (-2.83, 0.33, -2.42)  -0.155
C (-2.25, 1.65, -1.91)  -0.137
O (-1.46, 1.41, -0.73)  -0.223
C (-1.05, 2.63, -0.11)  -0.140
C (-1.02, 2.36, 1.38)  -0.111
O (-0.20, 1.21, 1.59)  -0.208
C (1.12, 1.51, 2.04)  -0.135
C (1.87, 0.20, 2.02)  -0.136
O (1.77, -0.29, 0.68)  -0.246
C (2.75, -1.29, 0.36)  -0.119
C (2.30, -2.74, 0.62)  -0.165
O (1.23, -2.72, 1.54)  -0.155
H (0.58, -4.51, 0.69)  0.142
H (0.05, -4.17, 2.34)  0.104
H (-0.65, -1.64, 2.38)  0.127
H (-2.17, -2.48, 2.59)  0.120
H (-4.15, -1.11, 1.65)  0.145
H (-3.50, -2.22, 0.41)  0.130
H (-3.73, 0.78, -0.01)  0.125
H (-4.91, -0.41, -0.58)  0.143
H (-3.76, 0.55, -2.95)  0.138
H (-2.15, -0.15, -3.12)  0.134
H (-3.04, 2.35, -1.64)  0.131
H (-1.63, 2.12, -2.67)  0.124
H (-1.75, 3.43, -0.35)  0.139
H (-0.06, 2.90, -0.50)  0.100
H (-2.01, 2.12, 1.76)  0.142
H (-0.62, 3.21, 1.93)  0.141
H (1.09, 1.93, 3.04)  0.148
H (1.59, 2.22, 1.35)  0.132
H (1.45, -0.52, 2.72)  0.136
H (2.92, 0.37, 2.27)  0.141
H (3.65, -1.05, 0.94)  0.124
H (2.98, -1.15, -0.70)  0.135
H (3.14, -3.32, 1.01)  0.136
H (1.98, -3.20, -0.32)  0.123
C (-1.60, -6.85, 1.93)  -0.089
N (-2.31, -5.77, 2.57)  -0.261
C (-1.72, -5.33, 3.82)  -0.106
C (-2.92, -4.79, 1.69)  -0.167
C (-2.12, -4.18, 0.55)  -0.171
C (-2.36, -4.63, -0.70)  -0.055
C (-1.73, -4.14, -1.89)  -0.100
C (-0.92, -3.06, -1.77)  -0.121
C (-0.70, -2.37, -0.54)  -0.229
C (-1.06, -3.09, 0.78)  -0.311
H (-1.43, -7.65, 2.66)  0.087
H (-0.62, -6.55, 1.52)  0.077
H (-2.20, -7.25, 1.11)  0.088
H (-1.89, -6.08, 4.59)  0.087
H (-2.20, -4.41, 4.15)  0.081
H (-0.63, -5.16, 3.78)  0.066
H (-3.36, -4.03, 2.33)  0.105
H (-3.77, -5.29, 1.21)  0.120
H (-3.10, -5.42, -0.81)  0.112
H (-1.95, -4.60, -2.84)  0.091
H (-0.44, -2.64, -2.66)  0.109
H (0.36, -2.04, -0.59)  0.062
C (4.22, 5.41, -2.06)  0.005
N (3.70, 4.32, -1.25)  -0.073
N (2.54, 3.69, -1.70)  0.046
C (2.55, 2.35, -1.34)  -0.421
O (1.59, 1.59, -1.45)  0.024
C (3.86, 2.13, -0.78)  0.065
C (4.52, 3.32, -0.78)  -0.267
C (5.92, 3.63, -0.40)  -0.004
C (1.36, 4.46, -1.92)  -0.232
C (0.54, 4.12, -2.99)  -0.014
C (-0.62, 4.84, -3.20)  -0.077
C (-0.96, 5.89, -2.35)  -0.079
C (-0.13, 6.23, -1.30)  -0.070
C (1.04, 5.51, -1.07)  -0.024
H (3.38, 5.95, -2.49)  0.089
H (4.86, 5.05, -2.87)  0.103
H (4.78, 6.10, -1.42)  0.098
H (4.23, 1.19, -0.42)  0.110
H (6.38, 2.77, 0.08)  0.089
H (5.97, 4.47, 0.29)  0.094
H (6.51, 3.88, -1.28)  0.093
H (0.83, 3.31, -3.64)  0.128
H (-1.26, 4.60, -4.03)  0.112
H (-1.87, 6.46, -2.53)  0.109
H (-0.38, 7.06, -0.65)  0.110
H (1.69, 5.76, -0.24)  0.121

The calculation puts the LUMO energy (spin up / spin down) at -1.830 / -1.830 eV. Its HOMO-LUMO gap (spin up / spin down) is 6.40 / 6.19 eV. The calculation puts the highest occupied orbital energy (spin up / spin down) at -0.302 / -0.295 hartree. The spin multiplicity is 2. The total charge is +1.

---

2.
This record from the OMol25 dataset describes a molecular structure, C44H40N6O2S2Tl. The level of theory is ωB97M-V/def2-TZVPD.

Each line ends with the Löwdin charge.
Positions of all 95 atoms, in Å:
Tl (-0.93, -1.13, 0.72)  0.794
C (-0.79, -0.81, 5.27)  -0.037
C (-0.20, 0.11, 4.21)  -0.242
C (0.88, -0.30, 3.42)  -0.073
C (1.53, 0.51, 2.50)  -0.305
C (2.62, 0.00, 1.57)  -0.048
C (1.13, 1.85, 2.39)  -0.018
C (0.10, 2.34, 3.19)  -0.277
C (-0.18, 3.80, 3.29)  -0.054
C (-0.58, 1.47, 4.05)  -0.014
H (-1.53, -0.21, 5.83)  0.076
H (-0.08, -1.22, 5.93)  0.058
H (-1.26, -1.68, 4.78)  0.066
H (1.28, -1.26, 3.54)  0.109
H (2.19, -0.74, 0.96)  0.017
H (3.48, -0.44, 2.13)  0.090
H (3.11, 0.88, 1.04)  0.097
H (1.68, 2.48, 1.75)  0.100
H (0.51, 4.21, 4.03)  0.081
H (-1.20, 3.99, 3.68)  0.076
H (-0.05, 4.29, 2.33)  0.074
H (-1.39, 1.95, 4.59)  0.105
N (-0.70, 1.75, -2.54)  0.149
C (0.36, 2.59, -2.77)  -0.218
C (1.58, 2.09, -3.28)  -0.025
C (2.61, 2.92, -3.60)  -0.113
C (2.53, 4.30, -3.38)  -0.078
C (1.34, 4.78, -2.79)  -0.123
C (0.29, 3.94, -2.50)  -0.484
S (-1.18, 4.67, -1.84)  0.905
N (-2.20, 3.34, -1.56)  -0.263
C (-1.86, 2.12, -1.97)  -0.329
C (-2.82, 1.00, -1.63)  -0.250
C (-3.04, -0.04, -2.51)  -0.037
C (-3.82, -1.08, -2.09)  -0.029
C (-4.35, -1.08, -0.75)  -0.054
C (-4.06, -0.01, 0.03)  -0.188
N (-3.34, 1.05, -0.40)  0.108
H (-0.49, 0.80, -2.53)  0.091
H (1.54, 1.04, -3.55)  0.112
H (3.53, 2.46, -3.96)  0.104
H (3.35, 4.90, -3.69)  0.082
H (1.18, 5.86, -2.62)  0.104
H (-2.58, -0.02, -3.51)  0.125
H (-4.06, -1.96, -2.65)  0.102
H (-4.96, -1.88, -0.51)  0.081
H (-4.44, 0.06, 1.08)  0.113
S (-6.02, 2.02, 5.57)  0.993
C (-5.20, 0.55, 5.04)  -0.458
N (-4.38, 0.66, 4.06)  0.065
C (-4.39, 1.97, 3.61)  -0.347
C (-3.64, 2.39, 2.50)  -0.013
C (-3.81, 3.69, 2.02)  -0.053
C (-4.71, 4.51, 2.66)  -0.108
C (-5.30, 4.19, 3.85)  -0.094
C (-5.15, 2.88, 4.31)  -0.480
H (-5.41, -0.37, 5.59)  0.073
H (-3.07, 1.72, 1.93)  0.075
H (-3.31, 3.87, 1.08)  0.095
H (-4.99, 5.44, 2.20)  0.097
H (-5.89, 4.95, 4.38)  0.105
C (-1.83, -2.86, 1.94)  -0.355
H (-2.22, -2.54, 2.94)  -0.059
H (-1.06, -3.59, 2.04)  -0.073
H (-2.65, -3.38, 1.41)  -0.058
O (-0.41, -1.44, -4.54)  0.006
C (0.25, -1.81, -3.58)  -0.604
N (1.46, -2.43, -3.75)  0.131
C (2.16, -2.72, -2.50)  -0.262
C (0.98, -2.29, -1.54)  -0.497
O (1.02, -2.51, -0.34)  -0.112
N (-0.01, -1.72, -2.25)  0.147
C (3.37, -1.81, -2.38)  -0.142
C (4.50, -2.24, -2.96)  -0.042
C (5.57, -1.38, -3.06)  -0.080
C (5.45, -0.07, -2.64)  -0.081
C (4.25, 0.33, -2.04)  -0.097
C (3.19, -0.49, -1.93)  -0.019
C (2.47, -4.22, -2.37)  -0.147
C (2.18, -5.21, -3.28)  -0.027
C (2.56, -6.54, -3.02)  -0.108
C (3.02, -6.92, -1.80)  -0.127
C (3.25, -5.96, -0.83)  -0.085
C (2.96, -4.62, -1.09)  -0.010
H (2.08, -2.20, -4.50)  0.140
H (4.56, -3.22, -3.35)  0.116
H (6.50, -1.66, -3.52)  0.098
H (6.29, 0.61, -2.63)  0.097
H (4.22, 1.35, -1.72)  0.097
H (2.31, -0.20, -1.37)  0.112
H (1.70, -4.96, -4.26)  0.125
H (2.43, -7.27, -3.77)  0.083
H (3.24, -7.99, -1.60)  0.107
H (3.58, -6.32, 0.15)  0.105
H (3.15, -3.85, -0.37)  0.112

The calculation puts the LUMO energy at 2.153 eV. Its HOMO-LUMO gap is 5.61 eV. The calculation puts the highest occupied orbital energy at -0.127 hartree. The total charge is -1.

---

3.
This record from the OMol25 dataset describes a molecular structure, C4H5F. The level of theory is ωB97M-V/def2-TZVPD.

Each line ends with the Löwdin charge.
Positions of all 10 atoms, in Å:
C (0.84, -0.83, 0.27)  -0.166
C (-0.81, 0.84, 0.15)  -0.009
C (0.06, 0.13, -0.57)  -0.262
C (1.23, 0.55, 0.95)  -0.042
F (2.06, 1.20, 0.15)  -0.034
H (0.22, -1.44, 0.90)  0.091
H (1.53, -1.38, -0.45)  0.128
H (-1.38, 1.82, -0.23)  0.134
H (-1.20, 0.24, 0.99)  0.079
H (0.52, 0.53, -1.39)  0.081

The calculation puts the LUMO energy at 1.061 eV. Its HOMO-LUMO gap is 9.94 eV. The calculation puts the highest occupied orbital energy at -0.326 hartree.

---

4.
This record from the OMol25 dataset describes a molecular structure, ClN2O8V2Zr. The level of theory is ωB97M-V/def2-TZVPD.

Each line ends with the Löwdin charge.
Positions of all 14 atoms, in Å:
Zr (-2.05, -0.85, -1.71)  2.119
O (1.60, 0.69, 3.21)  0.016
V (0.68, 1.60, 2.37)  1.563
O (2.79, -2.89, -1.67)  0.041
V (3.75, -1.99, -2.58)  1.858
Cl (-2.37, 1.61, -2.33)  0.323
N (-2.11, 0.56, 1.35)  -0.512
O (-1.43, 0.63, 2.38)  0.024
O (-1.85, -0.29, 0.49)  -0.154
O (-3.03, 1.32, 1.26)  0.262
N (0.99, -0.13, -0.68)  -0.477
O (1.02, 0.00, 0.52)  0.049
O (-0.04, 0.00, -1.51)  -0.243
O (2.05, -0.25, -1.09)  0.131

The calculation puts the LUMO energy (spin up / spin down) at -23.292 / -22.416 eV. Its HOMO-LUMO gap (spin up / spin down) is 3.94 / 4.83 eV. The calculation puts the highest occupied orbital energy (spin up / spin down) at -1.001 / -1.001 hartree. The spin multiplicity is 3. The total charge is +5.